[1]
{
  "formula": "C17H34Cl10O12",
  "method": "the ωB97M-V functional and the def2-TZVPD basis",
  "elements": ["C", "O", "C", "O", "O", "C", "H", "H", "H", "H", "H", "H", "C", "O", "C", "O", "O", "C", "H", "H", "H", "H", "H", "H", "C", "O", "C", "O", "O", "C", "H", "H", "H", "H", "H", "H", "C", "O", "C", "O", "O", "C", "H", "H", "H", "H", "H", "H", "Cl", "C", "Cl", "H", "H", "Cl", "C", "Cl", "H", "H", "Cl", "C", "Cl", "H", "H", "Cl", "C", "Cl", "H", "H", "Cl", "C", "Cl", "H", "H"],
  "xyz": [[-23.43, 6.21, 11.17], [-22.76, 7.30, 11.85], [-22.18, 6.86, 12.99], [-22.14, 5.74, 13.41], [-21.65, 7.96, 13.61], [-20.99, 7.64, 14.86], [-23.89, 6.62, 10.28], [-24.10, 5.70, 11.86], [-22.66, 5.54, 10.86], [-21.71, 7.16, 15.54], [-20.66, 8.61, 15.23], [-20.18, 6.96, 14.67], [-16.59, 0.50, 14.05], [-17.78, 0.71, 14.77], [-18.37, 1.96, 14.47], [-17.97, 2.78, 13.68], [-19.45, 2.06, 15.29], [-20.15, 3.28, 15.09], [-16.76, 0.76, 13.02], [-16.33, -0.54, 14.22], [-15.84, 1.21, 14.42], [-20.90, 3.43, 15.85], [-20.63, 3.14, 14.14], [-19.40, 4.09, 15.03], [-25.98, 2.54, 8.84], [-24.60, 2.68, 9.07], [-24.00, 3.71, 8.45], [-24.54, 4.51, 7.73], [-22.71, 3.64, 8.73], [-21.85, 4.63, 8.11], [-26.27, 1.66, 9.40], [-26.17, 2.47, 7.79], [-26.48, 3.42, 9.25], [-22.07, 5.59, 8.59], [-22.05, 4.66, 7.06], [-20.85, 4.25, 8.32], [-18.19, 8.29, 7.51], [-17.27, 8.83, 8.48], [-16.76, 10.00, 8.07], [-17.01, 10.59, 7.07], [-15.79, 10.40, 9.03], [-15.16, 11.65, 8.82], [-18.61, 7.48, 8.07], [-17.68, 8.14, 6.53], [-18.91, 9.09, 7.41], [-14.10, 11.42, 8.67], [-15.38, 12.17, 9.77], [-15.67, 12.15, 7.98], [-15.92, 5.38, 7.68], [-16.65, 3.85, 8.25], [-15.79, 3.13, 9.56], [-17.67, 4.14, 8.50], [-16.65, 3.13, 7.43], [-12.90, 8.86, 9.39], [-14.24, 7.75, 9.73], [-14.98, 7.87, 11.38], [-14.97, 7.96, 8.99], [-13.92, 6.74, 9.64], [-18.03, 12.13, 11.43], [-17.52, 10.90, 12.59], [-18.79, 9.62, 12.84], [-16.64, 10.44, 12.17], [-17.44, 11.35, 13.56], [-19.60, 5.88, 10.45], [-18.09, 6.51, 11.24], [-18.08, 6.27, 12.99], [-17.27, 5.96, 10.83], [-18.00, 7.56, 11.02], [-16.16, 9.67, 15.80], [-16.25, 7.91, 16.00], [-17.49, 7.36, 17.13], [-16.47, 7.49, 15.02], [-15.29, 7.60, 16.38]],
  "lowdin_charge": [-0.029, -0.009, -0.603, 0.123, -0.045, -0.061, 0.096, 0.104, 0.057, 0.100, 0.086, 0.030, -0.087, -0.037, -0.518, 0.106, -0.008, -0.038, 0.083, 0.096, 0.101, 0.097, 0.097, 0.083, -0.055, -0.008, -0.631, 0.133, -0.004, -0.030, 0.097, 0.091, 0.103, 0.078, 0.088, 0.072, -0.033, -0.052, -0.553, 0.145, -0.112, -0.063, 0.054, 0.116, 0.098, 0.070, 0.079, 0.098, 0.529, -1.025, 0.558, 0.003, 0.030, 0.566, -0.981, 0.543, -0.035, 0.000, 0.534, -0.950, 0.523, -0.010, -0.004, 0.558, -0.973, 0.567, -0.015, -0.029, 0.514, -1.019, 0.518, -0.022, 0.020],
  "energy_ha": -6172.94284,
  "de_lowest_kcal_mol": 0.00,
  "lumo_ev": 0.3,
  "largest_force_ha_per_bohr": 0.0663,
  "gap_ev": 11.10,
  "homo_energy_ev": -10.78,
  "charge": 0
}

=====

[2]
{
  "formula": "C17H34N7O11S",
  "method": "the ωB97M-V functional and the def2-TZVPD basis",
  "elements": ["C", "C", "N", "C", "C", "C", "C", "O", "O", "C", "N", "N", "C", "S", "C", "C", "C", "C", "C", "O", "H", "H", "H", "H", "H", "H", "H", "H", "H", "H", "H", "H", "H", "H", "H", "H", "H", "H", "H", "H", "H", "H", "C", "N", "O", "O", "H", "H", "H", "C", "N", "O", "O", "H", "H", "H", "C", "N", "O", "O", "H", "H", "H", "C", "N", "O", "O", "H", "H", "H"],
  "xyz": [[0.14, -2.29, 2.16], [0.07, -1.06, 2.15], [-0.01, 0.30, 1.65], [-1.42, 0.80, 1.60], [-2.52, -0.32, 1.31], [-2.33, -1.02, -0.12], [-3.67, -1.25, -0.93], [-3.92, -0.47, -1.84], [-4.53, -2.32, -0.64], [0.71, 0.46, 0.44], [0.48, 1.45, -0.46], [1.80, -0.45, 0.21], [3.00, -0.14, 1.08], [3.53, -1.70, 2.00], [3.34, -3.18, 0.91], [3.08, -4.54, 1.73], [2.30, -0.45, -1.18], [1.10, -1.14, -2.17], [1.50, -2.62, -2.78], [1.46, -1.29, -3.60], [0.31, -3.40, 2.03], [-1.66, 1.19, 2.65], [-1.63, 1.66, 0.90], [-3.52, 0.24, 1.25], [-2.65, -1.06, 2.16], [-1.79, -2.01, 0.06], [-1.66, -0.34, -0.73], [-3.99, -3.15, -0.61], [1.25, 2.08, -0.73], [-0.47, 1.52, -0.85], [3.87, 0.19, 0.43], [2.74, 0.61, 1.90], [4.33, -3.34, 0.37], [2.50, -3.10, 0.15], [2.78, -5.40, 1.05], [2.29, -4.44, 2.53], [4.05, -4.84, 2.22], [2.55, 0.56, -1.63], [3.19, -1.12, -1.37], [-0.02, -0.97, -1.86], [2.54, -3.01, -2.58], [0.54, -3.21, -2.80], [7.86, -0.31, 3.38], [6.51, 0.30, 3.52], [6.11, 0.98, 2.59], [5.91, 0.08, 4.55], [8.28, -0.03, 2.42], [8.48, 0.07, 4.19], [7.74, -1.39, 3.45], [-2.79, -4.21, -4.60], [-1.79, -4.46, -3.53], [-1.94, -3.87, -2.47], [-0.88, -5.23, -3.79], [-3.53, -3.50, -4.23], [-2.26, -3.80, -5.46], [-3.25, -5.16, -4.84], [-3.00, 5.09, 1.44], [-3.28, 3.65, 1.68], [-3.09, 3.23, 2.82], [-3.67, 2.99, 0.73], [-2.67, 5.54, 2.37], [-2.23, 5.15, 0.68], [-3.93, 5.55, 1.10], [-4.87, 7.75, -2.22], [-4.27, 7.00, -1.09], [-3.31, 6.28, -1.33], [-4.79, 7.15, 0.01], [-4.32, 7.52, -3.13], [-5.91, 7.43, -2.31], [-4.80, 8.81, -1.99]],
  "nbo_charge": [-0.174, 0.110, -0.404, -0.263, -0.426, -0.518, 0.798, -0.538, -0.700, 0.771, -0.826, -0.453, -0.343, 0.187, -0.556, -0.622, -0.264, 0.046, -0.141, -0.505, 0.280, 0.266, 0.240, 0.263, 0.242, 0.238, 0.192, 0.499, 0.446, 0.444, 0.239, 0.251, 0.225, 0.220, 0.232, 0.210, 0.227, 0.203, 0.248, 0.196, 0.213, 0.226, -0.485, 0.536, -0.401, -0.360, 0.232, 0.243, 0.238, -0.487, 0.538, -0.423, -0.351, 0.239, 0.245, 0.246, -0.491, 0.534, -0.380, -0.400, 0.231, 0.237, 0.267, -0.484, 0.539, -0.383, -0.380, 0.236, 0.244, 0.244],
  "energy_ha": -2276.40010,
  "lumo_ev": -3.9,
  "largest_force_ha_per_bohr": 0.0992,
  "gap_ev": 7.46,
  "homo_energy_ev": -11.33,
  "charge": 1
}

=====

[3]
{
  "formula": "C17H34O2P2Zn",
  "method": "the ωB97M-V functional and the def2-TZVPD basis",
  "elements": ["P", "P", "C", "C", "H", "H", "H", "H", "C", "H", "H", "H", "C", "H", "H", "H", "C", "H", "H", "H", "C", "H", "H", "H", "Zn", "C", "C", "C", "C", "C", "C", "C", "C", "C", "H", "H", "H", "H", "H", "H", "H", "H", "H", "H", "H", "H", "H", "H", "H", "C", "C", "O", "O", "H", "H", "H"],
  "xyz": [[0.94, 2.37, -0.29], [0.38, -1.17, -1.22], [1.40, 1.46, -1.89], [0.41, 0.36, -2.29], [2.44, 1.08, -1.79], [1.45, 2.20, -2.70], [-0.62, 0.75, -2.34], [0.70, 0.01, -3.29], [2.07, -1.81, -1.64], [2.13, -2.87, -1.35], [2.85, -1.23, -1.12], [2.26, -1.74, -2.72], [-0.66, -2.27, -2.29], [-0.25, -2.38, -3.30], [-1.68, -1.80, -2.45], [-0.66, -3.33, -1.92], [2.24, 3.64, 0.01], [1.84, 4.51, 0.56], [2.63, 4.05, -0.93], [3.10, 3.26, 0.58], [0.06, 3.70, -1.38], [-0.92, 3.37, -1.77], [0.68, 3.99, -2.24], [-0.16, 4.63, -0.83], [-2.00, -2.41, -0.62], [0.79, -0.14, 0.51], [1.79, 0.94, 0.63], [2.06, 1.03, 2.14], [0.94, 1.81, 2.82], [0.36, 2.81, 1.90], [-0.59, 2.64, 0.85], [-1.37, 1.39, 0.50], [-0.63, 0.14, 0.97], [-3.06, -1.91, 0.96], [1.12, -1.04, 1.04], [2.72, 0.66, 0.12], [3.01, 1.55, 2.34], [2.18, 0.00, 2.52], [0.19, 1.09, 3.18], [1.32, 2.34, 3.71], [0.64, 3.85, 2.12], [-1.16, 3.56, 0.66], [-1.62, 1.34, -0.57], [-2.36, 1.39, 1.00], [-0.76, 0.04, 2.05], [-1.24, -0.68, 0.59], [-3.93, -2.59, 0.98], [-3.40, -0.87, 0.90], [-2.55, -2.07, 1.91], [-2.35, -4.99, 1.37], [-1.88, -5.23, -0.03], [-1.19, -6.21, -0.29], [-2.28, -4.31, -0.91], [-2.34, -5.97, 1.87], [-3.38, -4.60, 1.42], [-1.69, -4.32, 1.93]],
  "nbo_charge": [1.603, 1.070, -0.754, -0.725, 0.220, 0.237, 0.226, 0.221, -0.948, 0.250, 0.243, 0.230, -1.133, 0.280, 0.217, 0.316, -0.966, 0.240, 0.235, 0.223, -1.014, 0.206, 0.198, 0.208, 1.502, -0.391, -0.595, -0.394, -0.464, -0.219, -0.460, -0.428, -0.494, -1.268, 0.206, 0.226, 0.206, 0.203, 0.210, 0.222, 0.206, 0.248, 0.195, 0.223, 0.216, 0.228, 0.220, 0.204, 0.219, -0.738, 0.780, -0.642, -0.982, 0.233, 0.220, 0.221],
  "energy_ha": -3280.36997,
  "de_lowest_kcal_mol": 100.99,
  "lumo_ev": [0.1, -0.5],
  "largest_force_ha_per_bohr": 0.0780,
  "gap_ev": [6.80, 5.85],
  "homo_energy_ev": [-6.71, -6.38],
  "charge": 0
}

=====

Question: charge of number 1 (C17H34Cl10O12)?
Answer: 0

=====

Question: Among the records above, which one has the highest charge?
Answer: C17H34N7O11S